Entry from OMol25: a structure of composition C8H10LuO8P (ωB97M-V with the def2-TZVPD basis set).

Summary:
LUMO level (spin up / spin down): -9.3225 / -9.3222 eV
Energy relative to the best compared isomer or geometry (same formula, charge and spin): 0.0 kcal/mol
2S+1: 1
Net charge: +2
Calculated total energy: -67728.060 eV
Kohn-Sham gap (spin up / spin down): 4.98 / 4.99 eV
HOMO energy (spin up / spin down): -14.31 / -14.31 eV

CARTESIAN COORDINATES (ANGSTROEM)
O 0.3107 3.7764 -2.0000
C 0.3444 2.6244 -1.9958
Lu 0.3078 0.3082 -1.3330
C 0.3247 -2.0767 -1.8256
O 0.3548 -3.2156 -1.9823
C 0.3139 0.1369 -3.7960
O 0.2444 -0.7981 -4.5415
C 2.5515 0.2220 -2.0098
O 3.6815 0.1740 -2.2682
C -1.8968 0.1448 -2.0576
O -3.0302 0.1393 -2.2656
H 0.4257 1.1963 -4.2088
C 0.6062 -2.2924 1.4494
O 1.3729 -1.1711 0.9493
P 1.6354 0.3173 1.5144
O 0.9911 0.5229 2.9353
C -0.2825 0.1380 3.5279
O -0.2755 1.1594 0.4651
C -1.5901 1.5193 0.8448
H 1.0397 -3.1897 1.0187
H -0.4205 -2.2103 1.0824
H 0.6325 -2.3968 2.5389
H -0.9679 -0.3769 2.8229
H -0.0455 -0.5102 4.3975
H -0.6915 1.0973 3.8703
H -2.1332 0.5683 0.9296
H -1.6701 2.0456 1.8047
H -2.1333 2.1470 0.1333